one.
Computed, not measured: a cluster of 8 separate species, C24H24F8O24 in total, with ωB97M-V/def2-TZVPD.

Last column: Mulliken charge in e.
Atoms and positions in Å:
C (4.56, 0.34, -1.85)  0.209
C (5.86, 1.03, -2.17)  0.612
O (6.82, 0.00, -2.11)  -0.378
C (6.16, -1.19, -2.24)  0.552
O (6.70, -2.24, -2.27)  -0.519
O (4.84, -0.99, -2.33)  -0.318
F (6.15, 1.97, -1.20)  -0.325
H (3.74, 0.72, -2.44)  -0.338
H (4.20, 0.36, -0.82)  0.290
H (5.92, 1.57, -3.11)  0.209
C (-4.53, 1.85, 1.79)  0.512
C (-3.90, 2.60, 0.61)  0.385
O (-4.48, 3.87, 0.74)  -0.368
C (-4.70, 4.08, 2.08)  0.558
O (-4.75, 5.15, 2.59)  -0.486
O (-4.74, 2.90, 2.72)  -0.350
F (-4.23, 2.05, -0.57)  -0.299
H (-3.91, 1.02, 2.11)  -0.490
H (-5.48, 1.41, 1.46)  0.193
H (-2.81, 2.71, 0.69)  0.357
C (-0.91, -4.57, 3.10)  -0.182
C (-1.07, -6.01, 2.62)  0.257
O (-1.44, -5.90, 1.28)  -0.362
C (-1.53, -4.59, 0.93)  0.370
O (-1.77, -4.21, -0.17)  -0.509
O (-1.31, -3.79, 1.99)  0.118
F (-2.00, -6.75, 3.31)  -0.315
H (0.12, -4.34, 3.37)  0.252
H (-1.55, -4.46, 3.98)  0.127
H (-0.15, -6.58, 2.78)  0.269
C (5.09, 4.68, -3.55)  -0.418
C (4.43, 5.85, -2.82)  0.294
O (3.17, 5.35, -2.47)  -0.382
C (3.13, 4.00, -2.64)  0.621
O (2.39, 3.25, -2.12)  -0.371
O (4.17, 3.61, -3.44)  -0.207
F (4.24, 6.90, -3.67)  -0.310
H (6.11, 4.49, -3.21)  0.254
H (5.22, 4.93, -4.61)  0.306
H (5.02, 6.21, -1.98)  0.268
C (-5.00, -2.77, 4.03)  -0.556
C (-5.58, -1.38, 4.12)  0.259
O (-5.40, -0.89, 2.82)  -0.246
C (-4.40, -1.60, 2.22)  0.404
O (-3.92, -1.31, 1.17)  -0.388
O (-4.01, -2.62, 3.01)  -0.197
F (-4.86, -0.58, 4.97)  -0.276
H (-5.77, -3.45, 3.65)  0.359
H (-4.58, -3.11, 4.97)  0.335
H (-6.61, -1.34, 4.46)  0.295
C (-1.01, -0.91, 3.61)  -0.022
C (-1.36, -0.95, 5.09)  0.399
O (-0.10, -0.88, 5.70)  -0.388
C (0.84, -1.35, 4.80)  0.515
O (2.00, -1.29, 5.01)  -0.506
O (0.25, -1.56, 3.61)  -0.352
F (-1.87, -2.20, 5.39)  -0.315
H (-0.88, 0.11, 3.24)  0.368
H (-1.74, -1.49, 3.05)  -0.200
H (-2.04, -0.20, 5.48)  0.444
C (-1.61, -0.86, -0.90)  -0.142
C (-0.66, -0.35, 0.18)  1.275
O (-0.01, 0.69, -0.47)  -0.315
C (-0.02, 0.39, -1.81)  0.240
O (0.65, 0.96, -2.61)  -0.385
O (-0.81, -0.67, -2.05)  -0.355
F (0.24, -1.34, 0.48)  -0.328
H (-2.52, -0.26, -0.82)  0.243
H (-1.88, -1.89, -0.67)  0.201
H (-1.20, -0.12, 1.09)  -0.429
C (1.33, 0.44, -5.34)  -0.215
C (2.67, 1.16, -5.37)  0.842
O (3.08, 1.05, -6.70)  -0.415
C (2.31, 0.14, -7.36)  0.513
O (2.46, -0.20, -8.48)  -0.507
O (1.26, -0.22, -6.59)  -0.351
F (3.56, 0.49, -4.57)  -0.311
H (0.50, 1.15, -5.24)  0.263
H (1.26, -0.24, -4.51)  0.171
H (2.64, 2.19, -5.03)  -0.013

Its structure (SMILES) is O=C1OC[C@@H](F)O1.O=C1OC[C@@H](F)O1.O=C1OC[C@@H](F)O1.O=C1OC[C@@H](F)O1.O=C1OC[C@@H](F)O1.O=C1OC[C@@H](F)O1.O=C1OC[C@@H](F)O1.O=C1OC[C@@H](F)O1. The LUMO energy is -0.16 eV. As for the net charge: 0. Its spin multiplicity is 1.



two.
Computed, not measured: a cluster of 8 separate species, C24H24F8O24 in total, with ωB97M-V/def2-TZVPD.

Last column: Mulliken charge in e.
Atoms and positions in Å:
C (-18.98, 9.33, 40.67)  -0.338
C (-18.89, 7.85, 40.39)  0.269
O (-19.78, 7.74, 39.28)  -0.322
C (-20.70, 8.73, 39.38)  0.664
O (-21.68, 8.81, 38.72)  -0.518
O (-20.32, 9.63, 40.33)  -0.291
F (-19.43, 7.08, 41.38)  -0.285
H (-18.28, 9.92, 40.07)  0.206
H (-18.72, 9.51, 41.71)  0.304
H (-17.89, 7.51, 40.15)  0.330
C (-20.44, 11.99, 37.31)  -0.311
C (-20.38, 12.40, 35.85)  0.293
O (-19.60, 13.58, 35.94)  -0.291
C (-19.78, 14.12, 37.17)  0.481
O (-19.37, 15.19, 37.50)  -0.338
O (-20.47, 13.27, 37.96)  -0.317
F (-21.60, 12.71, 35.34)  -0.299
H (-19.55, 11.41, 37.58)  0.165
H (-21.33, 11.43, 37.58)  0.294
H (-19.87, 11.68, 35.21)  0.302
C (-16.68, 15.24, 39.24)  0.395
C (-17.31, 15.81, 40.50)  1.349
O (-17.20, 14.75, 41.40)  -0.327
C (-17.27, 13.60, 40.67)  0.564
O (-17.54, 12.55, 41.14)  -0.544
O (-16.88, 13.84, 39.41)  -0.313
F (-18.65, 16.06, 40.30)  -0.349
H (-15.62, 15.52, 39.19)  0.214
H (-17.18, 15.66, 38.37)  -0.494
H (-16.86, 16.72, 40.88)  -0.537
C (-18.78, 17.37, 35.35)  -0.181
C (-17.35, 17.05, 35.73)  1.038
O (-16.59, 17.76, 34.77)  -0.288
C (-17.34, 18.77, 34.25)  0.453
O (-16.93, 19.62, 33.54)  -0.521
O (-18.62, 18.63, 34.67)  -0.367
F (-17.00, 15.73, 35.60)  -0.294
H (-19.39, 17.54, 36.23)  0.180
H (-19.27, 16.65, 34.71)  0.211
H (-17.00, 17.34, 36.73)  -0.217
C (-13.10, 17.23, 34.49)  -0.383
C (-13.31, 15.73, 34.63)  0.326
O (-13.89, 15.59, 35.91)  -0.341
C (-13.85, 16.76, 36.56)  0.642
O (-14.30, 16.98, 37.65)  -0.316
O (-13.17, 17.68, 35.86)  -0.366
F (-12.12, 15.07, 34.64)  -0.308
H (-13.89, 17.72, 33.92)  0.188
H (-12.13, 17.53, 34.10)  0.327
H (-13.98, 15.30, 33.89)  0.300
C (-20.78, 18.70, 40.56)  -0.111
C (-20.39, 18.46, 42.00)  0.268
O (-20.47, 19.73, 42.56)  -0.328
C (-20.31, 20.68, 41.57)  0.596
O (-20.11, 21.83, 41.79)  -0.503
O (-20.41, 20.09, 40.37)  -0.358
F (-19.13, 17.93, 42.11)  -0.171
H (-21.86, 18.61, 40.47)  0.315
H (-20.22, 18.20, 39.78)  -0.003
H (-21.07, 17.81, 42.54)  0.345
C (-14.26, 19.62, 39.74)  -0.148
C (-15.78, 19.70, 39.90)  0.209
O (-16.00, 18.95, 41.08)  -0.172
C (-14.82, 18.78, 41.76)  0.512
O (-14.78, 18.37, 42.87)  -0.503
O (-13.78, 19.20, 41.02)  -0.388
F (-16.41, 19.04, 38.88)  -0.148
H (-13.87, 20.59, 39.45)  0.331
H (-13.94, 18.86, 39.02)  0.047
H (-16.18, 20.70, 39.94)  0.201
C (-17.72, 16.84, 44.59)  0.102
C (-17.40, 18.30, 44.87)  0.625
O (-17.18, 18.32, 46.27)  -0.397
C (-16.93, 17.06, 46.71)  0.542
O (-16.56, 16.77, 47.79)  -0.511
O (-17.18, 16.17, 45.72)  -0.383
F (-18.44, 19.13, 44.61)  -0.307
H (-17.21, 16.53, 43.67)  -0.076
H (-18.76, 16.56, 44.43)  0.154
H (-16.49, 18.66, 44.40)  0.219

Its structure (SMILES) is O=C1OC[C@@H](F)O1.O=C1OC[C@@H](F)O1.O=C1OC[C@@H](F)O1.O=C1OC[C@@H](F)O1.O=C1OC[C@@H](F)O1.O=C1OC[C@@H](F)O1.O=C1OC[C@@H](F)O1.O=C1OC[C@@H](F)O1. The LUMO energy is 0.10 eV. As for the net charge: 0. Its spin multiplicity is 1.



Of the structures shown above, one is the least stable.